ORCA calculation (the ωB97M-V functional and the def2-TZVPD basis) on a 2-piece molecular cluster, C5H14 overall.

As for the multiplicity: 2. The HOMO energy (alpha / beta) comes out at 1.53 / -7.53 eV. As for the molecular weight: 74.17 g mol⁻¹. Its net charge is -1. The energy above the lowest of the compared OMol25 structures with the same formula, charge and spin is 0.545 eV. The gap between HOMO and LUMO (alpha / beta) comes out at 2.61 / 11.68 eV. The expectation value of S² is 0.7503.

Each line ends with the Löwdin charge.
Geometry (Å):
1 C 1.08 1.50 1.05  -0.372
2 C -0.41 1.68 0.91  -0.283
3 C 1.42 0.08 1.57  -0.208
4 H 1.63 1.65 0.10  0.089
5 H 1.60 2.26 1.64  0.079
6 H -0.91 1.84 1.86  0.033
7 H 0.98 -0.04 2.57  0.047
8 H 0.95 -0.67 0.94  0.042
9 H -0.83 0.77 0.46  0.022
10 H -0.63 2.35 0.07  0.042
11 H 2.49 -0.04 1.62  0.044
12 C -0.52 -0.80 -1.87  -0.274
13 C -1.23 -2.06 -1.35  -0.398
14 H -1.19 -0.41 -2.64  0.030
15 H -0.56 0.04 -1.15  0.015
16 H 0.53 -0.97 -2.12  0.043
17 H -1.95 -1.87 -0.54  0.012
18 H -1.82 -2.44 -2.19  0.016
19 H -0.63 -2.87 -0.95  0.022

***

ORCA calculation (the ωB97M-V functional and the def2-TZVPD basis) on an isolated molecule of C5H10O.

As for the multiplicity: 1. The HOMO energy comes out at -9.58 eV. As for the SMILES: CC1(CO)CC1. As for the molecular weight: 86.13 g mol⁻¹. Its net charge is 0. The energy above the lowest of the compared OMol25 structures with the same formula, charge and spin is 2.486 eV. The gap between HOMO and LUMO comes out at 10.54 eV.

Each line ends with the Löwdin charge.
Geometry (Å):
1 C -0.08 1.59 -0.01  -0.009
2 C 0.15 0.04 -0.19  -0.399
3 C -1.08 -0.74 -0.52  -0.222
4 C 1.48 -0.49 -0.57  -0.083
5 C 1.08 -0.67 0.94  -0.039
6 H -1.15 1.72 0.19  0.062
7 H 0.28 1.97 0.84  0.025
8 H 0.17 2.18 -0.99  0.121
9 H -1.05 -1.75 -0.36  0.088
10 H -1.41 -0.77 -1.55  0.121
11 H -2.16 0.37 0.85  0.072
12 H 1.44 -1.35 -1.18  0.092
13 H 2.20 0.17 -0.82  0.062
14 H 1.56 -0.18 1.78  0.077
15 H 0.77 -1.69 1.30  0.103
16 O -2.20 -0.42 0.29  -0.073

***

ORCA calculation (the ωB97M-V functional and the def2-TZVPD basis) on an isolated molecule of C3H8N2Si.

As for the multiplicity: 1. The HOMO energy comes out at -8.74 eV. As for the molecular weight: 100.20 g mol⁻¹. Its net charge is 0. The energy above the lowest of the compared OMol25 structures with the same formula, charge and spin is 1.524 eV. The gap between HOMO and LUMO comes out at 9.73 eV.

Each line ends with the Löwdin charge.
Geometry (Å):
1 C -0.85 1.24 0.41  -0.124
2 C 0.05 0.96 -0.92  -0.157
3 C -0.03 0.52 1.43  -0.229
4 N 0.96 -0.07 -0.36  -0.296
5 N 0.96 -0.06 0.98  -0.082
6 Si 0.52 -1.78 -0.44  0.594
7 H -1.04 2.27 0.65  0.088
8 H -1.77 0.57 0.31  0.121
9 H -0.68 0.46 -1.68  0.121
10 H 0.61 1.76 -1.29  0.072
11 H -0.25 0.77 2.51  0.130
12 H 0.64 -1.91 -1.83  -0.091
13 H -0.72 -2.20 -0.02  -0.091
14 H 1.60 -2.54 0.23  -0.057

***

ORCA calculation (the ωB97M-V functional and the def2-TZVPD basis) on a 3-piece molecular cluster, C4H16N2O2 overall.

As for the multiplicity: 1. The HOMO energy comes out at -9.30 eV. As for the SMILES: NCCCCN.O.O. As for the molecular weight: 124.18 g mol⁻¹. Its net charge is 0. The energy above the lowest of the compared OMol25 structures with the same formula, charge and spin is 1.063 eV. The gap between HOMO and LUMO comes out at 9.70 eV.

Each line ends with the Löwdin charge.
Geometry (Å):
1 C -0.71 0.60 1.91  -0.204
2 C 0.43 0.20 0.94  -0.211
3 C 1.18 1.42 0.45  -0.326
4 N 0.52 2.35 -0.42  0.009
5 C -1.50 -0.54 2.54  -0.283
6 N -0.89 -1.86 2.37  -0.013
7 H -1.34 1.27 1.33  0.097
8 H -0.26 1.24 2.66  0.103
9 H -0.03 -0.27 0.07  0.096
10 H 1.10 -0.48 1.46  0.100
11 H 2.19 1.17 0.09  0.107
12 H 1.63 2.03 1.25  0.109
13 H 0.23 1.98 -1.29  0.032
14 H -0.38 2.63 -0.03  0.063
15 H -1.65 -0.30 3.60  0.101
16 H -2.52 -0.57 2.18  0.098
17 H -0.14 -2.01 3.04  0.067
18 H -1.60 -2.56 2.57  0.061
19 H 2.61 -1.46 -5.62  0.023
20 H 3.01 -2.95 -6.08  0.029
21 O 3.22 -2.01 -6.10  -0.052
22 H -1.41 0.46 -2.92  0.030
23 H -1.64 -0.53 -1.75  0.021
24 O -2.04 0.18 -2.25  -0.054

***

ORCA calculation (the ωB97M-V functional and the def2-TZVPD basis) on C29H32CuN3P as an isolated structure.

As for the multiplicity: 2. The HOMO energy (alpha / beta) comes out at -14.35 / -14.46 eV. As for the molecular weight: 517.12 g mol⁻¹. Its net charge is +2. The gap between HOMO and LUMO (alpha / beta) comes out at 8.97 / 5.82 eV. The expectation value of S² is 0.7714.

Each line ends with the Löwdin charge.
Geometry (Å):
1 Cu -0.22 0.53 -0.12  0.377
2 C 3.61 3.17 -0.76  -0.034
3 C 3.40 1.65 -0.65  -0.367
4 C 4.73 0.93 -0.48  -0.059
5 C 2.38 1.34 0.42  -0.160
6 C 2.63 0.47 1.49  0.014
7 C 1.71 0.33 2.51  0.003
8 C 0.50 1.04 2.53  -0.243
9 C -0.40 0.95 3.71  -0.015
10 C 0.21 1.87 1.44  -0.114
11 C 1.13 2.00 0.38  -0.137
12 H 4.48 3.37 -1.38  0.091
13 H 3.79 3.62 0.21  0.100
14 H 2.76 3.66 -1.23  0.075
15 H 2.96 1.33 -1.61  0.120
16 H 5.21 1.18 0.46  0.095
17 H 5.41 1.23 -1.28  0.090
18 H 4.61 -0.15 -0.55  0.081
19 H 3.56 -0.07 1.54  0.124
20 H 1.95 -0.33 3.33  0.137
21 H -0.59 -0.08 3.99  0.099
22 H -1.35 1.46 3.54  0.082
23 H 0.07 1.43 4.57  0.112
24 H -0.64 2.53 1.48  0.140
25 H 0.98 2.78 -0.35  0.121
26 N -1.55 -0.69 -2.34  -0.080
27 P 0.05 -0.11 -2.32  1.056
28 C 0.06 1.09 -3.68  -0.336
29 C -0.39 2.38 -3.41  -0.097
30 C -0.51 3.30 -4.43  -0.052
31 C -0.15 2.94 -5.72  -0.038
32 C 0.31 1.67 -5.99  -0.046
33 C 0.43 0.73 -4.98  -0.070
34 C 1.01 -1.53 -2.87  -0.357
35 C 0.50 -2.82 -2.95  -0.092
36 C 1.32 -3.85 -3.38  -0.057
37 C 2.65 -3.61 -3.69  -0.039
38 C 3.17 -2.33 -3.59  -0.046
39 C 2.35 -1.29 -3.19  -0.097
40 C -2.49 -0.53 -1.35  -0.349
41 C -3.81 -0.97 -1.53  0.019
42 C -4.70 -0.87 -0.48  -0.014
43 C -4.27 -0.32 0.73  -0.027
44 C -2.97 0.13 0.81  -0.086
45 N -2.11 0.03 -0.20  0.019
46 H -1.90 -1.02 -3.23  0.135
47 H -0.65 2.65 -2.39  0.092
48 H -0.86 4.30 -4.22  0.117
49 H -0.23 3.66 -6.52  0.120
50 H 0.59 1.38 -7.00  0.120
51 H 0.81 -0.26 -5.18  0.108
52 H -0.53 -3.01 -2.69  0.101
53 H 0.92 -4.85 -3.47  0.116
54 H 3.29 -4.43 -4.00  0.120
55 H 4.21 -2.14 -3.82  0.119
56 H 2.74 -0.28 -3.14  0.099
57 H -4.10 -1.38 -2.48  0.124
58 H -5.72 -1.21 -0.61  0.128
59 H -4.93 -0.24 1.58  0.120
60 H -2.60 0.59 1.71  0.107
61 C 0.22 -4.00 0.71  -0.014
62 C 0.32 -2.60 0.54  -0.167
63 N 0.41 -1.46 0.39  0.188
64 H 0.86 -4.50 -0.01  0.103
65 H -0.81 -4.32 0.57  0.109
66 H 0.54 -4.27 1.72  0.110

***

ORCA calculation (the ωB97M-V functional and the def2-TZVPD basis) on a 2-piece molecular cluster, C5H10N overall.

As for the multiplicity: 1. The HOMO energy comes out at -14.12 eV. As for the molecular weight: 84.14 g mol⁻¹. Its net charge is +1. The energy above the lowest of the compared OMol25 structures with the same formula, charge and spin is 3.095 eV. The gap between HOMO and LUMO comes out at 9.11 eV.

Each line ends with the Löwdin charge.
Geometry (Å):
1 C 0.51 -1.16 -0.18  -0.016
2 C -0.04 -0.18 0.78  0.060
3 C 1.12 0.42 1.16  0.094
4 C 1.60 -0.14 -0.03  -0.169
5 C 2.61 0.35 -0.94  0.016
6 N -3.00 0.33 0.43  0.020
7 H 0.93 -2.11 0.29  0.176
8 H 0.14 -1.12 -1.16  0.117
9 H -1.06 0.21 0.61  0.086
10 H 1.25 1.22 1.90  0.156
11 H 3.37 0.85 -0.39  0.109
12 H 2.40 1.27 -1.40  0.099
13 H 2.90 -0.34 -1.82  0.151
14 H -2.77 0.12 1.40  0.030
15 H -3.35 -0.52 0.02  0.035
16 H -3.69 1.05 0.52  0.036